The following is a quantum chemistry calculation of an isolated molecule of C3H8O in a non-equilibrium geometry, from the Open Molecules 2025 dataset.

Values from the calculation:
SMILES string: CC(C)O
total energy: -194.32021 Eh
energy above the lowest of the compared OMol25 structures with the same formula, charge and spin: 41.3 kJ/mol
frontier orbital gap: 11.39 eV
charge: 0
molecular weight: 60.10 g mol⁻¹

Last column: Mulliken charge in e.
Atoms and positions in Å:
C1 -1.1567 -0.6654 0.0940  -1.10
C2 0.3334 -0.3783 -0.2129  0.32
C3 0.6044 1.1170 -0.3594  -1.18
O1 1.2368 -1.0533 0.7031  -0.53
H1 -1.4821 -0.4238 1.1039  0.31
H2 -1.8049 -0.0905 -0.6244  0.31
H3 -1.4061 -1.7578 -0.1074  0.27
H4 0.4936 -0.8590 -1.1743  0.26
H5 0.4224 1.5157 0.6667  0.29
H6 1.6322 1.3306 -0.5682  0.33
H7 -0.0354 1.6878 -1.0585  0.34
H8 1.1622 -0.4232 1.5373  0.37



The following is a quantum chemistry calculation of a structure of composition CAgF3OS in a non-equilibrium geometry, from the Open Molecules 2025 dataset.

Values from the calculation:
expectation value of S²: 2.01
total energy: -957.91484 Eh
frontier orbital gap (spin up / spin down): 6.21 / 7.35 eV
2S+1: 3
charge: 0
molecular weight: 224.94 g mol⁻¹

Last column: Mulliken spin population.
Atoms and positions in Å:
Ag1 -2.8974 0.7180 -1.0394  1.21
S1 0.2857 0.9610 -0.7254  0.45
O1 -1.1879 1.2265 -0.1998  0.28
C1 0.8469 -0.3277 0.3147  0.01
F1 0.2934 -0.3725 1.5082  0.00
F2 2.1542 -0.3474 0.4930  0.01
F3 0.5052 -1.8578 -0.3513  0.03



The following is a quantum chemistry calculation of a structure of composition C18H27AlBeBrCsF5N3NaO9S2V in a non-equilibrium geometry, from the Open Molecules 2025 dataset.

Values from the calculation:
total energy: -6795.98348 Eh
frontier orbital gap: 1.28 eV
charge: +2
molecular weight: 911.29 g mol⁻¹

Last column: Mulliken charge in e.
Atoms and positions in Å:
N1 0.4241 -1.7691 0.0247  -0.52
C1 -0.8717 -1.3993 -0.5846  0.44
C2 -0.8239 0.1223 -0.8898  -0.96
C3 -2.2329 0.7907 -0.9952  -0.20
C4 -2.9703 0.6267 0.3716  -0.65
O1 -4.2907 0.0043 0.2686  0.13
C5 -4.3568 -1.2610 0.7255  0.64
O2 -3.8980 -1.6774 1.7471  -0.39
N2 -5.1671 -2.2602 -0.1425  -1.17
C6 -5.2987 -1.7656 -1.3328  0.98
S1 -5.3226 -1.6056 -2.9885  -0.32
H1 0.5990 -2.7665 -0.0388  0.19
H2 0.4144 -1.5032 1.0079  0.18
H3 -0.9804 -1.9680 -1.5270  -0.29
H4 -1.6571 -1.6626 0.1625  0.19
H5 -0.2549 0.5876 -0.0564  0.31
H6 -0.2408 0.2945 -1.8136  0.36
H7 -2.8127 0.4505 -1.8735  0.32
H8 -2.0176 1.8760 -1.0954  0.29
H9 -2.2735 0.1190 1.0554  0.52
H10 -3.1404 1.6655 0.8128  0.12
Na1 -7.6696 -1.9185 -3.0664  0.85
C7 -0.9678 -4.4262 -5.3522  -0.39
C8 -2.1183 -4.0085 -4.4708  -0.32
O3 -1.5858 -2.8844 -3.7669  -0.29
C9 -0.5725 -2.3727 -4.5322  0.57
O4 -0.0359 -1.3409 -4.3130  -0.45
O5 -0.2725 -3.1973 -5.5616  -0.33
H11 -1.2963 -4.8519 -6.2978  0.32
H12 -0.2973 -5.1328 -4.8597  0.27
H13 -2.9902 -3.6852 -5.0475  0.25
H14 -2.4225 -4.7918 -3.7782  0.31
F1 3.9665 -3.0797 3.6974  -0.38
Al1 3.7220 -2.0040 2.3754  0.55
F2 2.3565 -1.0129 2.6772  -0.34
F3 3.4406 -3.0021 0.9421  -0.33
F4 5.1060 -1.0403 2.1395  -0.27
O6 -5.6890 4.3086 -2.3264  -0.53
V1 -5.5946 2.6920 -1.5782  1.53
O7 -5.5503 1.1797 -0.8713  -0.86
C10 -0.1312 3.9125 4.5282  -0.75
C11 -1.6799 3.8408 4.6745  -0.91
C12 -2.2836 4.4490 3.3916  -0.69
S2 -1.0717 4.1737 2.0894  0.96
O8 -0.5768 5.4451 1.6475  -0.65
O9 -1.5865 3.1856 1.1603  -0.53
C13 0.1697 3.4071 3.1214  -0.67
H15 0.3818 3.3233 5.2720  0.60
H16 0.2001 4.9488 4.6334  0.30
H17 -1.9992 2.8009 4.7559  0.47
H18 -2.0511 4.3837 5.5577  0.48
H19 -3.2195 3.9651 3.1208  0.32
H20 -2.4358 5.5230 3.4873  0.40
H21 1.1599 3.6870 2.7683  0.42
H22 0.0382 2.3259 3.0558  0.36
F5 -4.5053 5.3992 -2.6692  -0.12
N3 8.3079 -2.2239 -1.3507  -0.55
C14 7.5136 -1.9523 -0.3150  -0.18
C15 7.3319 -0.6839 0.2116  -0.20
C16 8.0209 0.3679 -0.3703  -0.44
C17 8.8546 0.1107 -1.4469  -0.28
C18 8.9602 -1.1968 -1.8966  -0.26
H23 6.9977 -2.8087 0.1095  0.28
H24 6.6710 -0.5271 1.0524  0.55
H25 7.9093 1.3757 0.0105  0.38
H26 9.4098 0.9049 -1.9278  0.36
H27 9.5974 -1.4466 -2.7381  0.35
Cs1 -7.2187 -1.0909 0.5876  1.09
Br1 -1.2434 3.0522 6.9946  -0.10
Be1 4.1220 -4.9810 1.6370  0.72



The following is a quantum chemistry calculation of an isolated molecule of C3H7N3O2 in a non-equilibrium geometry, from the Open Molecules 2025 dataset.

Values from the calculation:
expectation value of S²: 2.01
total energy: -432.91322 Eh
energy above the lowest of the compared OMol25 structures with the same formula, charge and spin: 493.0 kJ/mol
frontier orbital gap (spin up / spin down): 6.96 / 6.69 eV
2S+1: 3
charge: 0
molecular weight: 117.11 g mol⁻¹

Last column: Mulliken spin population.
Atoms and positions in Å:
C1 0.5940 -1.4118 0.0691  -0.06
C2 -0.7127 -0.6461 -0.0324  0.86
C3 -2.0401 1.1739 -0.4313  0.02
N1 1.8539 -0.8558 -0.4288  0.03
N2 -0.8441 0.5991 -0.0445  0.92
N3 2.3831 0.1737 0.0871  0.00
O1 1.7118 0.8810 1.0430  0.02
O2 3.4597 0.6626 -0.2135  -0.01
H1 0.7384 -1.6714 1.1155  0.06
H2 0.5868 -2.3603 -0.6075  0.02
H3 -1.6918 -1.2236 0.0557  0.09
H4 -2.6696 0.3336 -0.4909  0.03
H5 -2.3200 1.8134 0.3217  0.02
H6 -1.7578 1.7825 -1.2956  0.03
H7 0.7084 0.7491 0.8523  -0.03



The following is a quantum chemistry calculation of a structure of composition C27H29Br3CaFKN2O20PS2 in a non-equilibrium geometry, from the Open Molecules 2025 dataset.

Values from the calculation:
total energy: -12897.33587 Eh
frontier orbital gap: 0.94 eV
charge: -1
molecular weight: 1134.52 g mol⁻¹

Last column: Mulliken charge in e.
Atoms and positions in Å:
N1 -2.0401 -4.5575 -1.2719  -0.71
P1 -0.5608 -3.8633 -0.9189  0.41
O1 0.5304 -4.2591 -2.1543  -0.44
C1 -1.0043 -2.0930 -1.0419  1.04
C2 0.1661 -1.1292 -1.0849  -1.43
N2 -0.4300 0.1507 -1.5636  0.04
C3 -1.1721 -0.2955 -2.8001  0.20
S1 -0.1313 -0.4512 -4.2750  -0.33
C4 -1.8273 -1.5845 -2.2810  -1.03
H1 -2.3656 -4.2113 -2.1769  0.35
H2 -2.5402 -3.8804 -0.5880  0.37
H3 0.0966 -4.5877 -2.9578  0.26
H4 -1.6959 -1.9654 -0.2021  -0.08
H5 0.7888 -1.0574 -0.1961  0.43
H6 0.8130 -1.4995 -1.8827  0.45
H7 0.2853 0.8647 -1.7120  0.42
H8 -1.1399 0.5383 -0.9347  -0.06
H9 -1.9823 0.3835 -3.0529  0.42
H10 0.9775 0.1931 -3.8918  0.18
H11 -2.7612 -1.2331 -1.8277  0.09
H12 -2.1784 -2.2999 -3.0197  0.61
O2 -3.4504 -2.9597 0.3426  -0.90
H13 -4.1534 -3.1097 0.9755  0.11
C5 -2.9635 -0.1072 4.7545  -1.12
C6 -1.6762 -0.0238 5.1416  0.02
C7 -0.5392 0.0179 4.1515  0.92
O3 0.5855 0.1004 4.5992  -0.64
C8 -0.8640 -0.0493 2.7395  -0.65
C9 -2.1462 -0.1289 2.3611  0.37
C10 -3.2859 -0.1467 3.3486  0.88
O4 -4.4212 -0.1667 2.8958  -0.73
O5 -2.5130 -0.2054 1.0806  -0.40
O6 -1.2997 0.0316 6.4037  -0.60
H14 -3.7755 -0.1371 5.4692  0.63
H15 -0.0427 -0.0377 2.0362  0.43
H16 -3.4887 -0.3018 1.0538  0.27
H17 -0.3211 0.0908 6.3976  0.40
Ca1 2.1062 -5.0588 -0.6876  -0.03
C11 -3.1036 3.1519 1.1084  0.70
C12 -3.9449 3.0186 2.3517  0.40
O7 -4.7227 4.1838 2.3557  -0.39
C13 -4.8810 4.5643 1.0199  0.38
O8 -5.6860 5.3361 0.6523  -0.47
O9 -3.9962 3.8889 0.2599  -0.36
F1 -3.1570 3.0182 3.4865  -0.25
H18 -2.2055 3.7389 1.3060  0.04
H19 -2.8376 2.1957 0.6685  -0.38
H20 -4.5957 2.1410 2.3698  0.28
C14 4.3855 1.2003 -7.8128  -0.46
C15 3.5490 1.9773 -8.4943  -0.27
C16 2.0952 1.9713 -8.2195  0.32
O10 1.3196 2.6765 -8.8295  -0.57
C17 1.6022 1.0569 -7.1536  -0.21
C18 2.4411 0.2804 -6.4782  -0.09
C19 3.9020 0.2931 -6.7507  0.17
O11 4.6503 -0.4201 -6.1162  -0.58
H21 5.4489 1.1852 -8.0069  0.37
H22 3.8843 2.6384 -9.2811  0.38
H23 0.5337 1.0662 -6.9748  0.36
H24 2.1196 -0.4044 -5.7038  0.56
C20 -1.1288 5.2059 4.7998  -0.18
Br1 -0.9399 3.6756 6.0015  -0.09
Br2 -0.3412 6.7828 5.4779  0.07
Br3 -0.4305 4.7884 3.0621  0.10
H25 -2.1909 5.3797 4.6857  0.13
C21 4.4159 -0.8679 -10.2973  0.85
O12 4.9009 0.2400 -10.5799  -0.53
O13 3.1921 -1.0394 -10.0028  -0.49
O14 5.0883 -1.9388 -10.2479  -0.48
K1 -4.4731 3.6194 5.1592  1.10
C22 3.2329 -4.3133 3.9738  -0.37
C23 2.8702 -3.8982 5.1848  -0.33
C24 2.4781 -4.8629 6.2430  0.34
O15 2.1429 -4.4870 7.3464  -0.56
C25 2.5085 -6.3066 5.8970  -0.33
C26 2.8708 -6.7199 4.6847  -0.37
C27 3.2623 -5.7553 3.6301  0.37
O16 3.5923 -6.1299 2.5216  -0.49
H26 3.5205 -3.6298 3.1846  0.43
H27 2.8412 -2.8506 5.4573  0.48
H28 2.2191 -6.9912 6.6839  0.40
H29 2.8983 -7.7663 4.4088  0.41
O17 0.9568 7.9611 2.0430  -0.68
S2 2.2239 7.6285 2.7442  1.14
O18 2.0609 6.3067 3.4021  -0.66
O19 2.4978 8.6712 3.7607  -0.66
O20 3.3502 7.5692 1.7895  -0.67



The following is a quantum chemistry calculation of a cluster of 2 separate species, C6H14N2O2 in total in a non-equilibrium geometry, from the Open Molecules 2025 dataset.

Values from the calculation:
SMILES string: CNC(C)=O.CNC(C)=O
total energy: -497.01967 Eh
energy above the lowest of the compared OMol25 structures with the same formula, charge and spin: 99.4 kJ/mol
frontier orbital gap: 9.86 eV
charge: 0
molecular weight: 146.19 g mol⁻¹

Last column: Mulliken charge in e.
Atoms and positions in Å:
C1 -1.5221 -2.4886 -1.7629  -0.87
N1 -2.0147 -1.3390 -1.0135  -0.24
C2 -1.3611 -0.8522 0.0933  0.72
C3 -2.2348 -0.0586 1.0665  -0.86
O1 -0.2031 -1.1291 0.3172  -0.63
H1 -2.2227 -3.3104 -1.5943  0.29
H2 -1.6174 -2.2647 -2.8308  0.29
H3 -0.5013 -2.7520 -1.5309  0.30
H4 -2.9564 -1.0960 -1.1826  0.22
H5 -1.7954 0.9418 1.1420  0.13
H6 -3.1834 0.2693 0.6367  0.35
H7 -2.1738 -0.6349 1.9803  0.26
C4 0.8050 2.8481 0.5730  -0.67
N2 1.7437 1.7407 0.8625  -0.26
C5 2.1438 0.9235 -0.1275  0.84
C6 2.8835 -0.3493 0.2674  -1.10
O2 1.8442 1.1085 -1.2893  -0.65
H8 -0.1909 2.3872 0.5620  0.05
H9 0.8128 3.5488 1.3930  0.31
H10 1.0145 3.1232 -0.4558  0.34
H11 1.6761 1.4139 1.8010  0.25
H12 3.5840 -0.1859 1.0844  0.37
H13 3.3477 -0.7948 -0.6049  0.28
H14 2.1219 -1.0498 0.6131  0.25



The following is a quantum chemistry calculation of an isolated molecule of C3H5ClN2OS in a non-equilibrium geometry, from the Open Molecules 2025 dataset.

Values from the calculation:
expectation value of S²: 2.03
total energy: -1160.16066 Eh
frontier orbital gap (spin up / spin down): 4.15 / 3.54 eV
2S+1: 3
charge: 0
molecular weight: 152.61 g mol⁻¹

Last column: Mulliken spin population.
Atoms and positions in Å:
C1 -0.4671 0.3248 0.1530  0.32
C2 0.5557 -0.1395 -0.6158  -0.08
C3 -1.1136 -0.5730 1.1487  -0.03
N1 -0.2944 -1.8508 1.3992  0.49
N2 1.0655 0.9532 -1.4922  0.00
O1 0.4686 -1.6920 2.2937  0.38
S1 1.3033 -1.6625 -0.4825  0.82
Cl1 -1.2367 1.9064 -0.0453  0.04
H1 -1.3353 0.0485 2.0404  0.02
H2 -2.1815 -0.8867 0.6497  0.05
H3 0.3863 0.9707 -2.2387  0.00
H4 2.0044 0.7357 -1.8456  0.00
H5 0.8447 1.8654 -0.9646  0.00



The following is a quantum chemistry calculation of a structure of composition C32H40N5OP2Zr in a non-equilibrium geometry, from the Open Molecules 2025 dataset.

Values from the calculation:
expectation value of S²: 0.75
total energy: -2321.40822 Eh
energy above the lowest of the compared OMol25 structures with the same formula, charge and spin: 20.7 kJ/mol
frontier orbital gap (spin up / spin down): 4.81 / 4.82 eV
2S+1: 2
charge: +2
molecular weight: 663.88 g mol⁻¹

Last column: Mulliken spin population.
Atoms and positions in Å:
Zr1 0.4542 -0.6082 3.0681  0.62
C1 -1.3383 1.1691 2.9749  0.23
C2 -1.2852 0.3482 1.8615  0.10
C3 -0.3852 0.6164 0.6693  -0.14
C4 1.0002 -0.0281 0.7872  0.09
C5 1.9884 0.7098 1.6572  0.00
C6 1.7001 1.7647 2.4960  0.01
C7 0.6182 2.7931 2.3726  0.01
C8 -0.7274 2.5299 3.1309  -0.03
C9 0.2014 -2.7874 2.8553  -0.02
H1 -2.0562 0.9236 3.7573  0.01
H2 -1.9872 -0.4935 1.7785  0.03
H3 -0.2784 1.6910 0.4466  0.00
H4 -0.8708 0.1999 -0.2344  0.06
H5 0.8706 -1.1370 1.1332  -0.03
H6 1.4043 -0.1977 -0.2274  -0.01
H7 3.0148 0.3328 1.6096  0.01
H8 2.4794 2.0356 3.2168  0.00
H9 0.3913 3.0696 1.3327  0.00
H10 1.0145 3.7307 2.8000  0.00
H11 -0.5564 2.7462 4.2038  0.00
H12 -1.4531 3.3037 2.8257  0.01
H13 0.0614 -3.0753 3.9175  0.00
H14 1.1310 -3.2612 2.5008  0.00
H15 -0.6536 -3.1755 2.2834  0.01
P1 1.5882 -0.9179 -2.2831  0.00
P2 -2.0905 -0.6315 -2.0781  0.00
N1 2.9285 0.1523 -2.6137  0.00
N2 2.2479 -2.2540 -3.3246  0.00
N3 -2.3845 1.1234 -2.3053  0.00
N4 -3.6013 -1.0613 -2.9117  0.00
C10 0.4235 -0.2216 -3.5330  0.00
C11 -0.9691 -0.8896 -3.5567  0.00
C12 3.9506 0.4020 -1.6809  0.00
C13 4.9853 1.0672 -2.3292  0.00
C14 4.6039 1.2229 -3.7007  0.00
C15 3.3353 0.6735 -3.8458  0.00
C16 2.2594 -3.5972 -2.9269  0.00
C17 2.7017 -4.3806 -3.9876  0.00
C18 2.9603 -3.4985 -5.0816  0.00
C19 2.6750 -2.2140 -4.6533  0.00
C20 -2.7390 1.9178 -1.2051  0.00
C21 -2.5527 3.2556 -1.5248  0.00
C22 -2.0537 3.2978 -2.8698  0.00
C23 -1.9983 1.9889 -3.3295  0.00
C24 -4.2015 -0.4493 -4.0247  0.00
C25 -5.3020 -1.2004 -4.4102  0.00
C26 -5.3743 -2.3358 -3.5360  0.00
C27 -4.3230 -2.2329 -2.6360  0.00
H16 0.8621 -0.3584 -4.5369  0.00
H17 0.3229 0.8625 -3.3559  0.00
H18 -1.5086 -0.5575 -4.4636  0.00
H19 -0.8744 -1.9917 -3.6254  0.00
H20 3.8304 0.0930 -0.6561  0.00
H21 5.9180 1.3855 -1.8901  0.00
H22 5.1808 1.6655 -4.4944  0.00
H23 2.7017 0.6166 -4.7150  0.00
H24 1.9544 -3.8645 -1.9246  0.00
H25 2.8197 -5.4571 -3.9978  0.00
H26 3.2988 -3.7551 -6.0772  0.00
H27 2.7559 -1.2864 -5.2003  0.00
H28 -3.1109 1.4622 -0.3017  0.00
H29 -2.7339 4.1002 -0.8799  0.00
H30 -1.7428 4.1762 -3.4116  0.00
H31 -1.7464 1.6029 -4.3088  0.00
H32 -3.7978 0.4610 -4.4424  0.00
H33 -5.9765 -0.9602 -5.2215  0.00
H34 -6.1159 -3.1220 -3.5716  0.00
H35 -4.0058 -2.8770 -1.8282  0.00
O1 0.3529 -0.2149 4.9456  0.06
N5 0.1496 0.1986 6.2500  -0.01
C28 -1.1038 0.2424 6.7406  0.00
C29 -1.2610 0.4216 8.1076  0.00
C30 -0.1297 0.5986 8.9071  0.00
C31 1.1295 0.7188 8.3181  0.00
C32 1.2469 0.5625 6.9457  0.00
H36 -1.9145 0.1224 6.0167  0.00
H37 -2.2551 0.4223 8.5476  0.00
H38 -0.2300 0.7049 9.9925  0.00
H39 2.0222 0.9415 8.9032  0.00
H40 2.1537 0.6683 6.3600  0.00